Record 1
Below is C23H46Br12N4O4PS as an isolated structure at a distorted geometry, with properties calculated with the ωB97M-V functional and the def2-TZVPD basis.

Structure (XYZ):
```
91
Properties=species:S:1:pos:R:3:forces:R:3:mulliken_charge:R:1
C -3.78851 4.87698 3.08832 0.1 0.7 -0.7 -0.986
C -4.04843 4.37114 1.60353 1.1 -0.1 0.1 -0.538
C -3.45145 2.90266 1.34246 -0.1 1.1 -0.1 -0.104
C -4.17073 1.77663 2.19248 -0.5 0.3 -0.4 0.968
C -5.72002 2.10350 2.44153 0.2 0.0 0.5 -1.634
C -4.11523 0.32686 1.56590 -0.4 -0.1 1.7 -1.280
N -4.37371 0.11913 0.12614 -0.4 -2.8 -1.7 -0.326
C -4.10054 -1.27995 -0.13291 2.1 3.8 3.6 -0.083
N -4.68795 -2.07056 -1.02632 0.3 -0.3 0.4 -0.280
N -3.08409 -1.59526 0.79156 -0.2 -0.6 -2.2 0.784
C -1.99837 -2.52947 0.40382 0.6 -1.6 -0.5 -1.086
C -1.47392 -2.41257 -1.07999 0.6 -1.1 -0.4 0.173
C -0.69826 -3.77276 -1.44995 0.1 1.1 -0.8 -0.926
C 0.83735 -3.74236 -1.04952 0.2 -2.0 -0.9 -0.376
C 1.73133 -3.58851 -2.36986 -0.3 1.3 0.7 0.675
C 1.61876 -2.07996 -2.89615 0.5 -0.9 -0.9 -0.165
C 2.88548 -1.72584 -3.80427 -0.4 0.0 -0.2 -0.406
C 4.12491 -1.15320 -3.01008 -0.3 0.3 -0.7 -0.333
C 3.88895 0.30863 -2.41772 0.2 -1.0 0.9 -0.027
O 2.93273 1.03172 -3.20398 1.3 0.6 0.2 -0.331
C 3.28394 2.41482 -3.34545 -0.1 0.8 -0.5 -0.498
C -2.86548 -0.62762 1.88228 -1.1 1.3 0.5 0.587
C -1.46255 0.08330 2.03660 -0.9 -0.3 -1.5 -0.092
S -0.29700 -0.72062 3.21656 6.8 1.9 0.5 0.983
O 0.41376 0.40410 3.92900 -2.8 -1.9 -1.1 -0.692
O 0.74940 -1.55738 2.54237 -3.4 0.7 0.6 -0.494
P -3.58372 -1.58896 3.40215 -1.8 -1.1 0.6 -0.062
N -3.35112 -0.56009 4.83578 1.4 -1.2 -1.9 -0.521
O -2.72153 -3.06183 3.61531 0.4 1.8 -0.3 -0.469
H -2.73775 4.59502 3.39858 -1.2 0.1 -0.2 0.203
H -3.80396 6.01215 3.07571 -0.1 -1.3 0.1 0.334
H -4.55766 4.54301 3.83413 0.9 0.1 -0.7 0.290
H -3.43242 5.04935 0.93573 -0.8 -0.8 0.7 0.342
H -5.11529 4.45923 1.26424 1.0 -0.1 0.5 0.340
H -2.34261 3.00575 1.57399 -1.3 -0.4 -0.1 -0.265
H -3.50719 2.73677 0.22196 -0.1 -0.2 1.2 0.213
H -3.70829 1.72577 3.22954 -0.4 -0.1 -1.2 0.116
H -6.22300 1.25639 3.00625 0.6 0.9 -0.8 0.425
H -6.27425 2.30735 1.48306 0.5 -0.3 0.9 0.310
H -5.83107 3.00734 3.11030 0.2 -1.0 -0.9 0.323
H -4.98961 -0.19612 2.05371 0.9 0.4 -0.2 0.773
H -5.30326 0.38239 -0.20957 0.4 0.2 0.4 0.375
H -4.77346 -3.07312 -0.83758 0.5 0.6 -0.2 0.276
H -5.11071 -1.73069 -1.88692 0.0 0.2 0.6 0.240
H -2.38264 -3.58834 0.57115 0.5 1.1 -0.3 0.356
H -1.08857 -2.44608 1.07968 -1.3 0.2 -0.5 0.020
H -0.72205 -1.58589 -1.25065 -1.0 -0.7 0.5 -0.025
H -2.26914 -2.29653 -1.86521 0.5 0.0 1.1 0.293
H -0.73361 -3.81705 -2.58559 0.0 -0.1 1.3 0.472
H -1.24123 -4.69243 -1.09497 0.5 1.0 -0.1 0.416
H 1.09649 -2.99722 -0.24929 -0.3 -0.5 -0.9 0.044
H 1.09333 -4.77790 -0.65115 -0.3 1.3 -0.1 0.237
H 1.35660 -4.25139 -3.21024 0.4 0.5 1.2 0.365
H 2.80775 -3.87559 -2.14544 -1.6 0.5 -0.3 -0.970
H 1.45031 -1.36222 -2.04640 0.4 -0.6 -0.8 0.051
H 0.71303 -2.05168 -3.57884 0.8 0.2 0.9 0.237
H 2.58002 -1.02700 -4.64028 0.4 -0.6 1.1 0.458
H 3.19717 -2.68979 -4.31949 -0.4 1.5 0.7 -0.167
H 4.41044 -1.90297 -2.22134 -0.2 1.0 -0.5 0.001
H 5.00173 -1.07051 -3.72387 -1.0 -0.2 0.7 0.362
H 4.89271 0.82299 -2.38315 -1.0 -0.3 -0.1 0.252
H 3.52829 0.25818 -1.34014 0.3 0.0 -1.2 0.040
H 2.90868 3.06231 -2.49091 0.4 -0.8 -0.7 0.146
H 2.80799 2.79497 -4.29450 0.3 -0.4 1.0 0.248
H 4.39798 2.59047 -3.45556 -1.2 -0.4 0.2 0.188
H -1.52803 1.17317 2.33593 -0.1 -1.4 0.0 -0.150
H -0.98238 0.09483 1.00493 0.0 -0.2 1.4 0.266
H -0.90800 -1.47224 4.20508 -0.3 0.3 -1.0 0.135
H -3.13394 -1.19269 5.61661 -0.1 0.5 0.0 0.352
H -2.57874 0.10675 4.68495 -0.3 -0.3 0.6 0.291
H -3.00895 -3.68853 2.92689 0.0 0.3 0.5 0.308
C 6.30027 5.70508 -2.43102 0.0 0.0 0.0 -0.313
Br 4.88876 6.03119 -3.71707 0.2 -0.1 0.2 -0.029
Br 5.83607 6.36254 -0.67109 0.0 -0.1 -0.2 -0.029
Br 6.80816 3.83640 -2.37924 0.0 0.3 0.0 0.003
H 7.16955 6.26468 -2.76295 -0.2 -0.1 0.1 0.349
C 4.29375 -1.27326 2.26229 0.0 0.1 0.2 -0.247
Br 5.67642 -1.89698 3.46572 -0.2 0.1 -0.3 -0.021
Br 4.82149 0.34535 1.33916 -0.1 -0.3 0.1 -0.019
Br 3.73782 -2.66178 1.02808 0.1 0.3 0.2 0.046
H 3.42828 -1.02529 2.87085 0.1 -0.1 -0.2 0.214
C 5.63447 -5.21894 -3.12035 0.1 -0.1 0.0 -0.364
Br 4.25925 -4.88352 -4.44199 0.5 -0.6 0.0 0.021
Br 5.10784 -4.57184 -1.37112 0.5 -0.3 -0.2 -0.019
Br 6.14953 -7.08528 -3.07822 -0.1 0.3 0.0 -0.044
H 6.51267 -4.65324 -3.41677 -0.2 -0.1 0.0 0.423
C 0.55022 4.71516 0.71206 0.1 0.0 -0.1 -0.338
Br 2.35805 5.30593 0.36423 -0.3 -0.1 0.0 -0.018
Br 0.48846 3.48018 2.20274 0.0 0.1 -0.1 0.036
Br -0.66846 6.20293 0.95037 0.2 -0.2 0.0 -0.018
H 0.21871 4.16993 -0.16660 0.1 0.1 0.2 0.384
```
Positions in Å, forces in eV/Å.

Summary:
Gap between HOMO and LUMO (eV): 7.72
LUMO (eV): -3.342
Calculated total energy (Eh): -33051.234671
Energy relative to the best compared isomer or geometry (same formula, charge and spin) (kJ/mol): 305.7
Charge: +1



Record 2
Below is a 2-piece molecular cluster, C23H46ClNO overall at a distorted geometry, with properties calculated with the ωB97M-V functional and the def2-TZVPD basis.

Structure (XYZ):
```
72
Properties=species:S:1:pos:R:3:forces:R:3:mulliken_charge:R:1
C -2.27732 -3.14197 -1.02394 0.2 0.2 0.2 -1.632
C -1.56910 -1.95099 -0.37883 0.0 -0.3 -0.3 0.062
C -0.06575 -2.16428 -0.25791 0.0 -0.1 0.4 -0.260
C 0.32813 -3.15839 0.84773 0.5 0.2 0.0 -0.699
C 1.64083 -2.73996 1.53357 -0.4 0.2 0.2 -1.484
C 1.36061 -1.73650 2.65412 -0.1 -0.1 0.0 -0.063
C 0.74441 -2.36991 3.92300 0.0 0.6 -0.2 -1.195
C -0.72492 -1.98050 4.18939 -0.1 -0.4 0.1 -0.160
C -1.01398 -1.50892 5.61631 0.0 0.1 0.0 -1.260
C -0.85999 -0.00066 5.81282 0.1 0.0 0.3 -0.761
C 0.42210 0.60313 5.23868 -0.2 0.2 -0.1 0.623
C 0.31058 2.10976 4.92606 0.6 -0.2 -0.1 -0.924
C 0.41728 2.43020 3.41860 -0.2 0.2 -0.2 -0.313
C -0.91791 2.59019 2.76309 -0.2 -0.9 0.5 -0.608
Cl -1.50682 1.23184 1.86544 0.1 0.2 -0.2 -0.023
H -1.88274 -3.31287 -2.02436 0.0 0.0 -0.1 0.365
H -2.11207 -4.04641 -0.43663 -0.1 -0.1 0.0 0.413
H -3.34726 -2.95822 -1.09877 -0.1 -0.1 0.0 0.403
H -1.99146 -1.79196 0.61768 0.0 0.2 0.1 0.243
H -1.75547 -1.06307 -0.98200 -0.1 0.1 0.0 -0.001
H 0.40848 -1.20542 -0.03725 0.0 0.1 0.0 0.083
H 0.34741 -2.51168 -1.20483 0.0 0.2 -0.2 0.567
H -0.45963 -3.17077 1.60488 -0.1 -0.2 0.0 0.215
H 0.45457 -4.16570 0.45411 -0.3 -0.1 -0.1 0.516
H 2.14445 -3.60757 1.96351 0.2 0.0 -0.1 0.460
H 2.29744 -2.26663 0.80445 0.1 -0.2 -0.1 0.432
H 2.27303 -1.19816 2.91534 0.1 0.0 0.0 0.530
H 0.66800 -0.98297 2.26753 0.0 0.1 -0.1 -0.026
H 0.82934 -3.45308 3.85811 0.1 -0.1 0.1 0.543
H 1.33755 -2.03112 4.77342 0.1 -0.2 0.1 0.482
H -1.04707 -1.20786 3.49018 0.0 0.0 -0.1 0.043
H -1.34673 -2.85557 3.99346 -0.1 0.0 -0.1 0.573
H -2.03283 -1.78445 5.89282 -0.1 0.0 0.0 0.358
H -0.36343 -2.03493 6.31985 0.1 -0.1 0.0 0.409
H -0.87234 0.20352 6.88758 -0.1 0.1 0.0 0.411
H -1.72996 0.52026 5.40706 0.0 -0.1 -0.2 0.339
H 1.23877 0.43916 5.94341 0.1 -0.1 0.0 0.361
H 0.70953 0.09478 4.32077 -0.1 0.0 0.0 -0.638
H -0.62269 2.50135 5.32805 0.0 0.2 0.1 0.404
H 1.12881 2.63085 5.42289 -0.1 0.1 0.1 0.397
H 1.00698 3.33925 3.27866 -0.1 0.1 0.0 0.337
H 0.95344 1.63824 2.89835 0.2 0.0 0.0 0.236
H -1.72772 2.99236 3.36092 0.0 0.4 -0.2 0.344
C -2.03060 0.14090 -3.92401 -0.2 -0.1 0.1 -2.278
C -0.91417 1.17755 -3.86296 -0.2 0.4 0.1 2.362
C -0.35188 1.14429 -2.43000 0.0 -0.1 0.3 -0.819
C 0.98015 1.86392 -2.25946 0.0 0.0 0.0 -0.594
C 1.95961 1.37334 -3.31910 0.1 0.0 0.2 -1.314
C 1.39058 1.50756 -4.73843 0.1 0.4 0.0 1.875
N 0.08440 0.83418 -4.89685 0.0 -0.5 -0.1 0.083
O 0.32923 -0.56031 -4.79809 0.1 0.1 0.1 -0.886
C 1.32691 3.00166 -5.11070 0.0 0.0 0.0 -1.996
C 2.35816 0.86159 -5.72011 0.3 0.0 -0.1 -2.050
C -1.56129 2.56182 -4.15663 0.1 0.0 -0.1 -1.960
H -2.42536 0.06629 -4.93916 0.0 0.0 0.0 0.523
H -1.67077 -0.84174 -3.62867 0.1 0.0 -0.1 0.283
H -2.84190 0.44648 -3.24997 0.0 0.1 0.0 0.493
H -0.20816 0.09671 -2.14780 0.1 0.0 -0.1 -0.355
H -1.09344 1.55674 -1.73378 -0.1 0.0 0.0 0.512
H 0.84691 2.95082 -2.31587 0.0 0.0 -0.1 0.274
H 1.38269 1.66083 -1.26025 0.0 0.0 0.0 0.393
H 2.91074 1.91644 -3.24597 0.0 0.0 0.0 0.429
H 2.17622 0.31695 -3.13756 -0.1 0.0 -0.1 0.332
H 0.89433 3.11936 -6.10629 0.0 0.0 0.0 0.370
H 2.33850 3.42005 -5.12606 0.0 -0.1 0.0 0.425
H 0.74641 3.60346 -4.41296 0.0 0.0 0.0 0.386
H 2.53613 -0.17797 -5.45946 -0.1 0.0 0.0 0.397
H 3.31213 1.40409 -5.71120 0.0 0.1 0.0 0.398
H 1.94635 0.89347 -6.73115 0.0 0.0 0.0 0.449
H -1.41416 3.27988 -3.34293 0.0 0.0 0.0 0.305
H -2.63851 2.46284 -4.31112 0.0 0.0 0.1 0.547
H -1.16377 2.99444 -5.07076 0.0 -0.1 0.0 0.312
```
Positions in Å, forces in eV/Å.

Summary:
Gap between HOMO and LUMO (alpha / beta) (eV): 4.10 / 3.44
LUMO (alpha / beta) (eV): 2.481 / 1.820
Calculated total energy (Eh): -1494.029289
Charge: -1
Spin multiplicity: 2